Arrangement 1

{"formula": "C3H5NO", "method": "ωB97M-V with the def2-TZVPD basis set", "total_charge": 0, "lumo_ev": [0.527, 0.527], "orbital_gap_ev": [8.489, 8.489], "elements": ["C", "C", "C", "O", "N", "H", "H", "H", "H", "H"], "positions_angstrom": [[0.015, 0.370, -0.028], [-0.062, -0.516, 1.090], [0.621, -0.594, -0.865], [0.291, 1.713, 0.048], [-1.346, -0.260, 0.566], [0.221, 2.079, -0.846], [-1.703, 0.585, 1.018], [0.285, -1.486, 1.423], [0.021, -1.404, -1.246], [1.657, -0.486, -1.162]], "lowdin_charge": [-0.62, -0.08, 0.11, 0.06, 0.07, 0.11, 0.09, 0.10, 0.07, 0.08]}

---

Arrangement 2

{"formula": "C3H5NO", "method": "ωB97M-V with the def2-TZVPD basis set", "total_charge": 0, "lumo_ev": [-1.042, -0.939], "orbital_gap_ev": [7.226, 7.628], "elements": ["C", "C", "C", "N", "O", "H", "H", "H", "H", "H"], "positions_angstrom": [[1.000, 0.676, -0.979], [0.194, -0.900, 1.797], [-0.299, 0.522, -1.093], [-0.988, -0.064, -0.095], [-1.972, -0.728, -0.376], [1.535, 0.967, -1.888], [1.420, 0.598, 0.025], [-0.247, -1.767, 2.311], [0.078, -0.047, 2.436], [-0.721, 0.745, -2.137]], "lowdin_charge": [0.07, 0.14, -0.24, -0.13, 0.02, 0.08, 0.06, -0.06, -0.08, 0.14]}

---

Least stable structure: arrangement 2

---

Arrangement 1

{"formula": "C3H5NO", "method": "ωB97M-V with the def2-TZVPD basis set", "total_charge": 0, "lumo_ev": 1.058, "orbital_gap_ev": 10.815, "elements": ["C", "C", "C", "N", "O", "H", "H", "H", "H", "H"], "positions_angstrom": [[0.957, -0.105, 0.418], [-1.492, 0.444, -0.180], [-0.181, -0.524, -0.444], [2.070, -0.098, -0.169], [-1.320, -0.790, 0.362], [0.721, 0.241, 1.440], [-1.086, 1.319, 0.393], [-2.344, 0.571, -0.965], [-0.075, -1.215, -1.324], [2.751, 0.157, 0.469]], "lowdin_charge": [-0.22, -0.11, -0.20, 0.11, -0.12, 0.13, 0.11, 0.14, 0.15, 0.01]}

---

Arrangement 2

{"formula": "C3H5NO", "method": "ωB97M-V with the def2-TZVPD basis set", "total_charge": 0, "lumo_ev": 0.800, "orbital_gap_ev": 10.463, "elements": ["C", "C", "C", "H", "H", "H", "H", "H", "N", "O"], "positions_angstrom": [[-0.940, -0.121, -0.400], [-0.361, 0.273, 0.960], [0.485, -0.176, -0.967], [-0.823, 1.157, 1.406], [-0.411, -0.550, 1.727], [1.667, 0.107, 0.754], [0.836, -1.214, -1.028], [0.672, 0.418, -1.891], [0.896, 0.520, 0.287], [-2.022, -0.413, -0.847]], "lowdin_charge": [-0.36, -0.15, -0.10, 0.11, 0.13, 0.08, 0.12, 0.12, -0.06, 0.10]}

---

Arrangement 3

{"formula": "C3H5NO", "method": "ωB97M-V with the def2-TZVPD basis set", "total_charge": 0, "lumo_ev": 0.672, "orbital_gap_ev": 8.385, "elements": ["C", "C", "C", "N", "O", "H", "H", "H", "H", "H"], "positions_angstrom": [[-0.331, -1.142, 1.585], [-0.614, 1.207, -1.270], [-0.587, 0.818, 0.100], [-0.709, -0.170, 0.971], [-1.477, 1.716, -0.276], [0.354, -0.989, 2.412], [1.650, 0.646, -0.062], [0.256, 1.848, -1.487], [-1.103, 0.430, -1.922], [1.636, -0.118, 0.105]], "lowdin_charge": [0.00, -0.08, -0.41, 0.02, 0.04, 0.03, 0.07, 0.11, 0.15, 0.07]}

---

Arrangement 4

{"formula": "C3H5NO", "method": "ωB97M-V with the def2-TZVPD basis set", "total_charge": 0, "lumo_ev": 0.870, "orbital_gap_ev": 10.549, "elements": ["C", "C", "C", "H", "H", "H", "H", "H", "N", "O"], "positions_angstrom": [[1.330, 0.277, -0.997], [-1.174, -0.056, -0.092], [-0.202, -0.202, 1.033], [1.068, 0.398, -2.078], [-1.711, 0.904, -0.210], [-1.729, -0.982, -0.271], [-0.130, -1.223, 1.461], [-0.137, 0.570, 1.864], [0.260, -0.084, -0.276], [2.425, 0.398, -0.434]], "lowdin_charge": [-0.31, -0.08, -0.14, 0.14, 0.12, 0.10, 0.12, 0.14, -0.08, 0.00]}

---

Least stable structure: arrangement 3

---

Arrangement 1

{"formula": "C3H5NO", "method": "ωB97M-V with the def2-TZVPD basis set", "total_charge": 0, "lumo_ev": 0.732, "orbital_gap_ev": 11.597, "elements": ["C", "C", "C", "H", "H", "H", "H", "H", "N", "O"], "positions_angstrom": [[0.644, 1.069, -0.145], [-0.129, -1.010, -0.285], [-1.351, -0.827, 0.402], [1.355, 0.632, 0.675], [1.147, 1.960, -0.665], [-0.299, 1.467, 0.282], [0.619, -1.251, 0.555], [-0.163, -1.916, -0.904], [-2.114, -0.252, 1.124], [0.292, 0.127, -1.040]], "lowdin_charge": [-0.18, -0.25, -0.19, 0.12, 0.12, 0.08, 0.15, 0.13, 0.17, -0.15]}

---

Arrangement 2

{"formula": "C3H5NO", "method": "ωB97M-V with the def2-TZVPD basis set", "total_charge": 0, "lumo_ev": 0.817, "orbital_gap_ev": 11.632, "elements": ["C", "O", "C", "C", "N", "H", "H", "H", "H", "H"], "positions_angstrom": [[-1.218, 0.531, 0.333], [-0.543, 0.083, -0.835], [0.582, -0.710, -0.594], [1.647, 0.059, 0.094], [2.422, 0.714, 0.649], [-1.303, 1.621, 0.298], [-0.677, 0.262, 1.248], [-2.221, 0.092, 0.364], [0.959, -1.048, -1.564], [0.352, -1.603, 0.007]], "lowdin_charge": [-0.09, -0.18, -0.23, -0.19, 0.15, 0.09, 0.09, 0.09, 0.13, 0.13]}

---

Least stable structure: arrangement 1

---

Arrangement 1

{"formula": "C14H42O7", "method": "ωB97M-V with the def2-TZVPD basis set", "total_charge": 0, "lumo_ev": 0.445, "orbital_gap_ev": 9.688, "elements": ["C", "C", "O", "H", "H", "H", "H", "H", "H", "C", "C", "O", "H", "H", "H", "H", "H", "H", "C", "C", "O", "H", "H", "H", "H", "H", "H", "C", "C", "O", "H", "H", "H", "H", "H", "H", "C", "C", "O", "H", "H", "H", "H", "H", "H", "C", "C", "O", "H", "H", "H", "H", "H", "H", "C", "C", "O", "H", "H", "H", "H", "H", "H"], "positions_angstrom": [[-0.833, -3.919, 0.732], [-1.796, -3.029, 1.489], [-1.188, -1.735, 1.588], [-0.534, -3.427, -0.198], [-1.291, -4.868, 0.454], [0.074, -4.083, 1.312], [-1.914, -3.403, 2.512], [-2.785, -3.039, 1.024], [-1.781, -1.178, 2.106], [2.650, -0.372, 4.350], [1.268, -0.489, 3.729], [1.385, -1.193, 2.512], [2.626, 0.335, 5.180], [3.378, -0.018, 3.623], [2.930, -1.357, 4.720], [0.794, 0.490, 3.575], [0.621, -1.035, 4.433], [0.512, -1.325, 2.103], [-1.858, 1.964, 1.562], [-3.176, 1.904, 0.830], [-4.215, 1.698, 1.804], [-1.090, 2.356, 0.885], [-1.468, 1.005, 1.908], [-1.846, 2.638, 2.417], [-3.247, 1.085, 0.112], [-3.330, 2.856, 0.316], [-5.046, 2.052, 1.477], [-1.033, -0.230, -1.584], [0.276, -0.097, -0.827], [1.082, 0.978, -1.298], [-0.853, -0.319, -2.655], [-1.709, 0.585, -1.329], [-1.515, -1.135, -1.202], [0.811, -1.051, -0.863], [0.076, 0.166, 0.209], [1.326, 0.846, -2.224], [4.245, 2.725, 1.927], [3.146, 1.911, 1.276], [2.514, 2.762, 0.293], [3.926, 3.746, 2.106], [5.097, 2.730, 1.244], [4.612, 2.211, 2.819], [2.372, 1.554, 1.963], [3.523, 1.032, 0.742], [2.069, 2.161, -0.329], [3.229, 3.382, -4.493], [3.503, 2.050, -3.793], [2.362, 1.206, -3.848], [2.416, 3.875, -3.959], [2.981, 3.226, -5.543], [4.085, 4.059, -4.447], [3.700, 2.230, -2.737], [4.404, 1.608, -4.230], [2.266, 0.875, -4.746], [-3.435, -3.558, -2.457], [-4.381, -2.573, -1.808], [-5.706, -2.993, -2.102], [-3.567, -4.591, -2.129], [-2.400, -3.351, -2.167], [-3.524, -3.523, -3.541], [-4.167, -1.571, -2.195], [-4.241, -2.545, -0.722], [-6.332, -2.291, -1.905]], "lowdin_charge": [-0.07, -0.28, -0.11, 0.07, 0.08, 0.08, 0.12, 0.10, 0.09, -0.08, -0.35, -0.10, 0.08, 0.06, 0.07, 0.10, 0.11, 0.03, -0.08, -0.30, -0.09, 0.08, 0.05, 0.08, 0.09, 0.11, 0.08, -0.06, -0.29, -0.10, 0.08, 0.06, 0.05, 0.12, 0.09, 0.06, -0.08, -0.31, -0.12, 0.07, 0.07, 0.06, 0.09, 0.12, 0.02, -0.08, -0.30, -0.09, 0.08, 0.07, 0.07, 0.11, 0.11, 0.09, -0.09, -0.33, -0.08, 0.08, 0.06, 0.08, 0.11, 0.09, 0.08]}

---

Arrangement 2

{"formula": "C14H42O7", "method": "ωB97M-V with the def2-TZVPD basis set", "total_charge": 0, "lumo_ev": 0.454, "orbital_gap_ev": 10.319, "elements": ["C", "C", "O", "H", "H", "H", "H", "H", "H", "C", "C", "O", "H", "H", "H", "H", "H", "H", "C", "C", "O", "H", "H", "H", "H", "H", "H", "C", "C", "O", "H", "H", "H", "H", "H", "H", "C", "C", "O", "H", "H", "H", "H", "H", "H", "C", "C", "O", "H", "H", "H", "H", "H", "H", "C", "C", "O", "H", "H", "H", "H", "H", "H"], "positions_angstrom": [[-1.545, -1.532, 6.177], [-1.827, -0.062, 6.343], [-3.217, 0.174, 6.038], [-1.831, -2.105, 7.059], [-0.487, -1.687, 5.964], [-2.061, -1.985, 5.330], [-1.118, 0.489, 5.725], [-1.739, 0.320, 7.360], [-3.680, -0.280, 6.745], [-0.582, 1.519, -0.059], [-0.336, 1.660, -1.545], [0.067, 0.461, -2.212], [0.388, 1.434, 0.431], [-1.166, 0.631, 0.183], [-1.137, 2.315, 0.437], [0.319, 2.516, -1.706], [-1.249, 2.073, -1.975], [-0.647, -0.152, -2.401], [-6.167, -3.617, 1.290], [-7.356, -4.201, 0.589], [-6.963, -4.796, -0.650], [-6.502, -3.192, 2.236], [-5.634, -2.841, 0.739], [-5.525, -4.429, 1.632], [-8.026, -3.346, 0.499], [-8.068, -4.846, 1.105], [-7.534, -5.547, -0.828], [6.057, 5.539, -1.063], [4.962, 5.957, -0.073], [5.523, 6.914, 0.976], [6.922, 5.101, -0.564], [6.495, 6.341, -1.658], [5.848, 4.590, -1.557], [4.458, 5.148, 0.457], [4.222, 6.531, -0.631], [5.358, 7.775, 0.585], [3.947, 4.845, 7.030], [4.645, 3.566, 6.457], [4.313, 2.502, 7.359], [2.929, 4.583, 7.316], [4.009, 5.377, 6.080], [4.516, 5.271, 7.856], [5.728, 3.694, 6.459], [4.328, 3.324, 5.443], [4.534, 1.698, 6.883], [-0.268, -5.942, -2.932], [-1.691, -5.784, -3.593], [-2.151, -4.433, -3.391], [0.575, -5.643, -3.555], [-0.128, -7.022, -2.897], [-0.030, -5.590, -1.928], [-2.402, -6.478, -3.144], [-1.862, -5.989, -4.650], [-3.035, -4.474, -3.020], [1.202, -1.125, -9.833], [-0.001, -0.547, -9.013], [0.613, 0.362, -8.112], [0.786, -1.711, -10.652], [1.893, -1.783, -9.307], [1.740, -0.350, -10.379], [-0.487, -1.430, -8.600], [-0.532, 0.159, -9.652], [0.607, 0.049, -7.204]], "lowdin_charge": [-0.10, -0.31, -0.10, 0.07, 0.07, 0.08, 0.11, 0.11, 0.07, -0.10, -0.33, -0.07, 0.07, 0.07, 0.07, 0.11, 0.10, 0.08, -0.10, -0.34, -0.08, 0.07, 0.08, 0.07, 0.10, 0.11, 0.08, -0.10, -0.24, -0.12, 0.06, 0.07, 0.07, 0.10, 0.10, 0.05, -0.07, -0.31, -0.10, 0.07, 0.07, 0.07, 0.10, 0.10, 0.07, -0.07, -0.28, -0.11, 0.06, 0.06, 0.07, 0.10, 0.10, 0.07, -0.10, -0.29, -0.10, 0.06, 0.07, 0.07, 0.11, 0.11, 0.08]}

---

Least stable structure: arrangement 2

---

Arrangement 1

{"formula": "C7H15N4OS2", "method": "ωB97M-V with the def2-TZVPD basis set", "total_charge": 1, "lumo_ev": [-4.674, -4.674], "orbital_gap_ev": [7.430, 7.430], "elements": ["C", "C", "C", "C", "C", "C", "C", "N", "N", "N", "N", "O", "S", "S", "H", "H", "H", "H", "H", "H", "H", "H", "H", "H", "H", "H", "H", "H", "H"], "positions_angstrom": [[-2.445, -1.922, -0.896], [-1.551, -0.876, -0.758], [1.016, -0.724, 1.218], [1.482, 0.995, -0.632], [2.293, -1.432, 0.653], [2.815, 0.302, -0.884], [-0.691, 0.942, 0.485], [-2.813, -3.000, -1.276], [-1.753, -0.016, 0.371], [0.491, 0.204, 0.229], [-3.006, 0.531, 0.728], [3.248, -0.594, 0.122], [-4.158, -0.652, 0.830], [-3.489, 2.117, -0.534], [-0.475, -1.213, -0.701], [-1.652, -0.197, -1.640], [0.117, -1.307, 1.320], [1.328, -0.134, 2.095], [1.788, 1.888, 0.002], [1.058, 1.374, -1.519], [2.914, -2.081, 1.286], [1.796, -2.215, 0.030], [2.619, -0.427, -1.719], [3.749, 0.865, -1.131], [-0.588, 1.569, 1.466], [-0.747, 1.666, -0.262], [-3.695, -3.361, -1.577], [-3.034, 1.146, 1.607], [-4.490, 2.563, 0.304]], "lowdin_charge": [-0.08, -0.16, -0.11, -0.09, -0.20, -0.17, -0.23, 0.30, -0.22, -0.22, -0.75, -0.12, 0.63, 0.64, 0.17, 0.18, 0.11, 0.13, 0.14, 0.10, 0.14, 0.12, 0.13, 0.15, 0.19, 0.07, 0.13, 0.12, -0.13]}

---

Arrangement 2

{"formula": "C7H15N4OS2", "method": "ωB97M-V with the def2-TZVPD basis set", "total_charge": 1, "lumo_ev": [-4.847, -4.847], "orbital_gap_ev": [7.555, 7.556], "elements": ["C", "C", "C", "C", "C", "C", "C", "N", "N", "N", "N", "O", "S", "S", "H", "H", "H", "H", "H", "H", "H", "H", "H", "H", "H", "H", "H", "H", "H"], "positions_angstrom": [[-2.817, 1.377, -0.410], [-1.554, 0.581, -0.087], [1.835, 0.622, 1.114], [1.357, -1.436, -0.231], [1.469, -0.235, 2.346], [0.640, -1.926, 0.976], [0.842, 0.836, -1.187], [-3.587, 1.776, 0.430], [-0.740, 0.436, -1.308], [1.279, 0.084, -0.115], [-0.943, -0.277, -2.334], [1.378, -1.628, 2.119], [-2.892, 1.717, -2.304], [-2.047, -1.281, -2.933], [-0.970, 1.021, 0.710], [-1.767, -0.447, 0.191], [1.460, 1.624, 1.168], [2.870, 0.564, 1.111], [2.391, -1.674, -0.106], [1.180, -1.858, -1.187], [2.098, -0.074, 3.181], [0.464, 0.095, 2.540], [-0.416, -1.608, 1.192], [0.493, -2.969, 0.971], [0.960, 2.030, -1.157], [1.296, 0.634, -2.180], [-4.569, 2.163, 0.332], [-2.351, 2.946, -2.020], [-2.858, -1.440, -1.900]], "lowdin_charge": [-0.63, -0.12, -0.12, -0.06, -0.15, -0.21, -0.08, 0.14, -0.17, -0.15, -0.44, -0.10, 0.71, 0.95, 0.13, 0.11, 0.12, 0.10, 0.13, 0.11, 0.13, 0.11, 0.13, 0.12, 0.19, 0.13, 0.13, -0.10, -0.11]}

---

Least stable structure: arrangement 1

---

Arrangement 1

{"formula": "C3H12N2OS", "method": "ωB97M-V with the def2-TZVPD basis set", "total_charge": 0, "lumo_ev": 0.924, "orbital_gap_ev": 9.932, "elements": ["C", "C", "S", "N", "C", "N", "H", "H", "H", "H", "H", "H", "H", "H", "H", "H", "H", "H", "O"], "positions_angstrom": [[0.357, 0.391, -1.088], [1.400, 1.114, -0.307], [3.044, 0.688, -0.889], [-1.062, 0.380, -0.555], [-1.845, -0.857, -0.769], [-1.871, -1.444, 0.546], [0.742, -0.723, -1.030], [0.284, 0.756, -2.142], [1.251, 2.224, -0.362], [1.204, 0.971, 0.771], [3.502, 1.247, 0.280], [-1.476, 1.318, -0.637], [-1.275, -1.515, -1.267], [-2.767, -0.668, -1.431], [-1.756, -0.662, 1.105], [-2.749, -1.911, 0.722], [0.327, -0.494, 2.655], [1.448, -0.600, 1.778], [1.242, -0.216, 2.620]], "lowdin_charge": [-0.32, -0.65, 0.70, -0.08, -0.32, 0.01, 0.13, 0.12, 0.09, 0.05, -0.10, 0.12, 0.05, 0.14, 0.02, 0.07, 0.03, 0.01, -0.05]}

---

Arrangement 2

{"formula": "C3H12N2OS", "method": "ωB97M-V with the def2-TZVPD basis set", "total_charge": 0, "lumo_ev": 0.599, "orbital_gap_ev": 9.426, "elements": ["N", "C", "C", "S", "C", "N", "H", "H", "H", "H", "H", "H", "H", "H", "H", "H", "H", "H", "O"], "positions_angstrom": [[-0.799, -0.305, -2.233], [-0.441, -0.679, -0.883], [0.860, -1.487, -0.896], [0.892, -2.755, 0.431], [-0.227, 0.582, -0.039], [-1.327, 1.487, -0.125], [-1.286, 0.578, -2.270], [1.890, -2.316, 1.208], [-1.279, -1.006, -2.774], [-1.200, -1.298, -0.388], [1.730, -0.847, -0.837], [0.991, -2.048, -1.815], [0.025, 0.193, 0.963], [0.705, 1.027, -0.370], [-2.244, 1.038, -0.063], [-1.305, 2.271, 0.508], [0.508, 1.365, 3.574], [1.241, 2.585, 2.987], [1.265, 1.614, 3.024]], "lowdin_charge": [0.04, -0.50, -0.51, 0.69, -0.29, 0.00, 0.06, -0.16, 0.07, 0.11, 0.07, 0.06, 0.10, 0.11, 0.08, 0.06, 0.04, 0.04, -0.07]}

---

Least stable structure: arrangement 1